(1)
# C4H12N2S

The molecule C4H12N2S (wB97M-V/def2-TZVPD, OMol25).

Results
Frontier orbital gap, Eh: 0.3588
M, g mol⁻¹: 120.22
SMILES string: NC[C@H](N)CCS
Electronic energy, a.u.: -667.28570
E_HOMO, eV: -8.805
Relative energy (zero: lowest compared OMol25 entry of this formula, charge and spin), eV: 0.250
Max |F|, eV/A: 0.71
LUMO level, eV: 0.96

```
! wB97M-V def2-TZVPD RIJCOSX def2/J DEFGRID3
* xyz 0 1
N -2.372 0.551 1.821
C -1.447 -0.422 1.276
C -1.086 -0.145 -0.202
N -2.062 -0.699 -1.133
C 0.271 -0.738 -0.529
C 1.459 -0.114 0.203
S 2.580 0.852 -0.857
H -2.088 1.018 2.667
H -3.308 0.183 1.888
H -0.538 -0.511 1.886
H -1.865 -1.436 1.339
H -1.091 0.935 -0.314
H -2.366 -1.620 -0.851
H -2.864 -0.102 -1.267
H 0.428 -0.766 -1.606
H 0.229 -1.804 -0.299
H 2.039 -0.862 0.743
H 1.095 0.626 0.919
H 2.934 -0.157 -1.664
*
```


(2)
# C31H55IN3O13P3S

A cluster of 4 separate species, C31H55IN3O13P3S in total in a non-equilibrium geometry (wB97M-V/def2-TZVPD, OMol25).

Results
Frontier orbital gap, Eh: 0.2552
M, g mol⁻¹: 929.68
SMILES string: CCOc1cc(-c2ccncc2)c(I)c2nsnc12.CCOP(=O)(OCC)OCC.CCOP(=O)(OCC)OCC.CCOP(=O)(OCC)OCC
Electronic energy, a.u.: -4076.15900
E_HOMO, eV: -8.390
Max |F|, eV/A: 9.18
LUMO level, eV: -1.45

```
! wB97M-V def2-TZVPD RIJCOSX def2/J DEFGRID3
* xyz 0 1
C 4.363 1.676 6.085
C 4.373 0.150 5.502
O 3.038 -0.190 5.034
C 3.057 -0.810 3.754
C 4.024 -1.980 3.473
C 4.129 -2.752 2.084
C 5.206 -3.913 2.016
C 6.725 -3.689 1.831
C 7.667 -4.885 1.817
N 7.421 -6.287 1.909
C 6.010 -6.440 2.048
C 4.884 -5.420 2.133
C 3.177 -2.346 0.926
I 3.235 -3.383 -0.974
C 2.141 -1.167 1.180
N 1.159 -0.604 0.290
S 0.336 0.646 1.152
N 1.101 0.672 2.702
C 2.078 -0.379 2.576
H 5.403 1.817 6.570
H 3.576 1.788 6.907
H 4.203 2.359 5.185
H 4.636 -0.511 6.412
H 5.178 0.141 4.689
H 4.708 -2.305 4.342
H 7.135 -2.629 1.711
H 8.790 -4.624 1.711
H 5.675 -7.547 2.107
H 3.804 -5.763 2.281
C -5.078 6.659 -0.538
C -3.871 6.164 0.235
O -4.243 5.286 1.289
P -4.854 3.797 0.888
O -3.538 3.202 0.373
O -4.777 3.072 2.386
C -3.897 1.961 2.577
C -2.485 2.409 2.930
O -6.391 4.384 1.379
C -7.466 4.399 0.448
C -7.503 3.222 -0.507
H -5.513 5.848 -1.129
H -4.800 7.458 -1.232
H -5.841 7.038 0.139
H -3.162 5.667 -0.435
H -3.355 7.013 0.689
H -3.902 1.320 1.692
H -4.299 1.352 3.394
H -2.139 3.255 2.339
H -1.776 1.585 2.804
H -2.445 2.737 3.972
H -7.445 5.336 -0.111
H -8.393 4.414 1.029
H -6.539 3.056 -1.000
H -8.252 3.394 -1.285
H -7.766 2.304 0.024
C 7.462 -10.264 -1.620
C 6.684 -11.565 -1.684
O 7.159 -12.511 -0.737
P 6.907 -12.201 0.873
O 5.392 -12.436 0.860
O 7.292 -13.700 1.490
C 6.271 -14.475 2.125
C 5.477 -15.302 1.122
O 8.583 -11.852 0.987
C 9.003 -10.567 1.432
C 8.142 -9.954 2.519
H 7.229 -9.723 -0.699
H 7.204 -9.611 -2.459
H 8.534 -10.454 -1.645
H 5.616 -11.382 -1.529
H 6.802 -12.012 -2.674
H 5.617 -13.827 2.714
H 6.758 -15.145 2.842
H 5.231 -14.756 0.213
H 4.548 -15.665 1.570
H 6.063 -16.167 0.802
H 9.065 -9.892 0.577
H 10.025 -10.675 1.807
H 7.076 -9.971 2.265
H 8.432 -8.913 2.683
H 8.266 -10.497 3.459
C -9.773 10.008 -3.938
C -8.795 8.849 -3.941
O -7.818 8.985 -4.963
P -6.696 10.198 -4.819
O -5.914 9.573 -3.657
O -5.636 9.704 -6.004
C -4.317 9.293 -5.632
C -4.269 7.821 -5.240
O -7.536 11.016 -6.073
C -8.068 12.313 -5.832
C -7.215 13.200 -4.945
H -9.282 10.922 -3.592
H -10.613 9.811 -3.265
H -10.164 10.185 -4.938
H -8.307 8.755 -2.966
H -9.334 7.918 -4.131
H -3.935 9.931 -4.830
H -3.659 9.461 -6.491
H -5.109 7.513 -4.620
H -3.342 7.594 -4.706
H -4.311 7.194 -6.134
H -9.072 12.219 -5.415
H -8.189 12.796 -6.806
H -6.921 12.700 -4.016
H -7.768 14.106 -4.680
H -6.301 13.497 -5.465
*
```


(3)
# C3H12O3S

A cluster of 3 separate species, C3H12O3S in total in a non-equilibrium geometry (wB97M-V/def2-TZVPD, OMol25).

Results
Frontier orbital gap, Eh: 0.3518
M, g mol⁻¹: 128.19
SMILES string: OCCCS.O.O
Electronic energy, a.u.: -745.36229
E_HOMO, eV: -9.066
Relative energy (zero: lowest compared OMol25 entry of this formula, charge and spin), eV: 1.043
Max |F|, eV/A: 3.29
LUMO level, eV: 0.51

```
! wB97M-V def2-TZVPD RIJCOSX def2/J DEFGRID3
* xyz 0 1
O -0.662 1.090 1.993
C -0.530 -0.355 1.766
C 0.839 -0.549 1.045
C 1.765 -1.454 1.881
S 3.319 -1.871 1.050
H -1.548 1.084 2.368
H -1.340 -0.626 1.097
H -0.345 -0.849 2.719
H 1.344 0.403 0.877
H 0.676 -1.054 0.093
H 1.827 -1.047 2.889
H 1.224 -2.407 1.947
H 3.147 -1.288 -0.159
O -3.103 0.130 -0.898
H -4.005 0.431 -0.999
H -2.699 0.859 -0.388
O -0.026 2.864 -5.717
H 0.531 2.314 -5.168
H -0.413 2.324 -6.396
*
```


(4)
# C3H8N2S

The molecule C3H8N2S in a non-equilibrium geometry (wB97M-V/def2-TZVPD, OMol25).

Results
Frontier orbital gap, Eh: 0.3619
M, g mol⁻¹: 104.18
SMILES string: [H]/N=C(\CS)NC
Electronic energy, a.u.: -626.79174
E_HOMO, eV: -9.094
Relative energy (zero: lowest compared OMol25 entry of this formula, charge and spin), eV: 0.858
Max |F|, eV/A: 1.72
LUMO level, eV: 0.75

```
! wB97M-V def2-TZVPD RIJCOSX def2/J DEFGRID3
* xyz 0 1
H -0.355 1.693 -0.473
N 0.553 1.308 -0.241
C 0.485 0.042 -0.245
C -0.785 -0.729 -0.465
S -2.341 0.071 0.207
N 1.637 -0.680 -0.016
C 2.830 0.061 0.304
H -0.891 -0.815 -1.580
H -0.681 -1.743 -0.052
H -2.012 -0.087 1.507
H 1.495 -1.550 0.519
H 3.008 0.716 -0.538
H 2.738 0.653 1.184
H 3.644 -0.641 0.346
*
```